ORCA calculation (ωB97M-V/def2-TZVPD) on a structure of composition CH7O3 at a distorted geometry.

Computed properties:
Kohn-Sham gap (alpha / beta) in eV: 11.204 / 6.609
Energy above the lowest of the compared OMol25 structures with the same formula, charge and spin in kcal per mole: 28.84
Spin multiplicity: 2
F_max in eV/Å: 2.327
Charge: 0

The geometry in XYZ format:
```
11
Properties=species:S:1:pos:R:3:lowdin_spin:R:1
H 1.0936 -1.8745 -0.7444 0.018
O -0.8201 0.2590 2.1632 0.005
H -0.4308 -1.3651 -0.1292 0.032
H -0.3370 0.7879 1.4604 0.000
H 0.6073 0.6130 -0.8050 -0.005
H -0.4403 -2.1181 -1.7305 0.002
C 0.1216 -1.4549 -1.0797 0.056
H -0.2826 1.8591 0.4120 0.001
O 0.5144 1.3233 0.2894 0.252
H -0.9607 -0.6652 1.9538 0.001
O 0.3231 -0.1711 -1.6944 0.639
```

---

ORCA calculation (ωB97M-V/def2-TZVPD) on a cluster of 2 separate species, CH7OS in total at a distorted geometry.

Computed properties:
Kohn-Sham gap in eV: 11.732
Energy above the lowest of the compared OMol25 structures with the same formula, charge and spin in kcal per mole: 12.05
F_max in eV/Å: 2.709
Charge: +1

The geometry in XYZ format:
```
10
Properties=species:S:1:pos:R:3:mulliken_charge:R:1
H -1.4772 0.2288 -0.2117 0.363
H 0.4768 0.0251 2.6380 0.336
H -1.1859 -1.4515 -0.3825 0.387
O 0.6619 0.6925 1.9645 -0.674
H 0.8326 0.9329 -1.7444 0.294
H -0.4928 -0.1312 -2.7847 0.287
S 0.3919 -0.3418 -1.7897 0.036
C -0.6779 -0.4793 -0.4234 -0.533
H 1.5288 0.9810 2.2518 0.327
H -0.0583 -0.4565 0.4822 0.175
```

---

ORCA calculation (ωB97M-V/def2-TZVPD) on a cluster of 3 separate species, CH7OS2 in total at a distorted geometry.

Computed properties:
Kohn-Sham gap in eV: 4.352
Energy above the lowest of the compared OMol25 structures with the same formula, charge and spin in kcal per mole: 104.62
F_max in eV/Å: 1.858
Charge: +1

The geometry in XYZ format:
```
11
Properties=species:S:1:pos:R:3:mulliken_charge:R:1
H -2.0238 -0.6446 2.8177 0.259
H 1.7457 1.0223 -3.1265 0.369
H -0.2791 -0.2646 0.3317 0.202
S -0.4909 -1.5093 0.9290 -0.111
H 0.4023 -2.1817 0.1846 0.235
O -2.8632 -0.3082 3.1404 -0.568
H 1.8628 1.9580 -1.5908 0.325
H -3.2364 0.3786 2.6045 0.320
H 2.7258 0.3452 -1.8441 0.345
S 0.3149 0.2404 -1.4203 0.308
C 1.8419 0.9639 -2.0260 -0.684
```